[1]
The following is a DFT calculation (the ωB97M-V functional and the def2-TZVPD basis) of 2 unconnected molecules or ions with the total composition C8H18FN5O.

Computed properties:
Total charge: 0
HOMO in eV: -4.736
LUMO in eV: -0.780
DFT total energy in Eh: -764.28769
Frontier orbital gap in eV: 3.956

Last column: Löwdin charge in e.
Cartesian coordinates (Å):
C 1.539 -1.746 0.441  -0.06
C 1.338 -0.756 -0.719  -0.41
C 1.672 0.676 -0.304  -0.08
C -0.026 -0.828 -1.399  -0.17
C -1.170 -0.891 -0.384  -0.08
N -2.058 0.276 -0.411  0.06
C -2.499 1.032 0.603  -0.35
N -2.185 0.881 1.894  0.22
N -3.336 1.982 0.185  0.24
C -3.393 1.807 -1.101  -0.37
F -4.101 2.520 -1.914  0.21
N -2.649 0.809 -1.515  -0.02
N -2.542 0.392 -2.862  0.18
H 2.260 -2.502 0.159  0.08
H 2.010 -1.217 1.264  0.06
H 0.636 -2.275 0.750  0.06
H 2.070 -1.021 -1.475  0.13
H 1.354 1.360 -1.097  0.07
H 1.243 0.931 0.661  0.07
H 2.755 0.720 -0.255  0.06
H -0.146 0.069 -2.003  0.09
H -0.111 -1.667 -2.085  0.11
H -0.821 -0.979 0.632  0.10
H -1.790 -1.764 -0.569  0.13
H -2.786 1.291 2.582  0.13
H -1.388 0.344 2.182  0.12
H -2.099 -0.520 -2.911  0.10
H -3.497 0.244 -3.179  0.12
C 3.950 0.161 2.537  -0.49
O 4.033 -0.059 1.216  -0.41
H 4.673 0.903 2.964  0.03
H 2.955 0.560 2.914  0.02
H 4.108 -0.733 3.201  0.03


[2]
The following is a DFT calculation (the ωB97M-V functional and the def2-TZVPD basis) of a molecular structure, C8H18LuO4.

Computed properties:
Total charge: +2
HOMO (alpha / beta) in eV: -15.108 / -14.585
LUMO (alpha / beta) in eV: -9.087 / -8.887
⟨S²⟩: 1.638
Multiplicity: 2
ΔE to the lowest compared entry with this formula, charge and spin in kJ/mol: 88.4
DFT total energy in Eh: -1851.23987
Frontier orbital gap (alpha / beta) in eV: 6.021 / 5.698

Last column: Löwdin charge in e.
Cartesian coordinates (Å):
C 2.735 1.082 0.582  -0.03
O 2.297 -0.063 -0.157  -0.48
C 1.920 0.234 -1.519  -0.17
C 1.553 -1.017 -2.238  -0.03
C 2.561 -2.102 -2.431  -0.16
O 2.773 -2.818 -1.188  -0.49
C 3.561 -4.003 -1.337  -0.03
Lu 2.163 -1.996 0.636  1.87
H 2.987 0.747 1.593  0.10
H 3.622 1.507 0.094  0.13
H 1.925 1.821 0.623  0.13
H 2.783 0.725 -2.001  0.16
H 1.075 0.934 -1.493  0.15
H 0.823 -0.909 -3.038  0.13
H 3.535 -1.696 -2.748  0.16
H 2.206 -2.827 -3.173  0.15
H 3.792 -4.377 -0.335  0.10
H 2.981 -4.753 -1.891  0.13
H 4.487 -3.758 -1.872  0.13
H -0.611 -1.708 -1.545  0.08
O -4.767 0.058 0.808  0.08
C -3.718 0.556 0.109  -0.30
C -3.175 -0.346 -0.996  -0.22
O -2.549 -1.487 -0.443  -0.18
C -1.742 -2.176 -1.344  -0.14
H -2.847 0.813 0.771  0.14
H -3.960 1.527 -0.403  0.16
H -2.443 0.209 -1.617  0.12
H -4.007 -0.663 -1.656  0.14
H -1.559 -3.182 -0.950  0.09
H -2.218 -2.278 -2.333  0.10


[3]
The following is a DFT calculation (the ωB97M-V functional and the def2-TZVPD basis) of a single C8H18N2Si2 molecule.

Computed properties:
SMILES: C[SiH](C)N1C=CN([SiH](C)C)C=C1
Total charge: 0
HOMO in eV: -6.759
LUMO in eV: 0.838
DFT total energy in Eh: -1004.10930
Frontier orbital gap in eV: 7.597

Last column: Löwdin charge in e.
Cartesian coordinates (Å):
C -1.564 -1.696 -2.198  -0.19
Si -1.977 0.096 -1.840  0.51
C -1.327 1.139 -3.154  -0.21
N -1.284 0.537 -0.284  -0.16
C -1.761 -0.088 0.843  -0.18
C -1.091 0.039 2.007  -0.14
N 0.184 0.740 2.014  -0.18
Si 1.574 -0.374 2.203  0.49
C 3.215 0.574 2.113  -0.20
C 1.643 -1.612 0.926  -0.21
C 0.349 1.760 1.025  -0.16
C -0.279 1.569 -0.086  -0.12
H -0.573 -1.744 -2.326  -0.03
H -1.957 -1.950 -3.181  0.03
H -1.847 -2.456 -1.452  0.04
H -3.443 0.116 -1.664  0.00
H -2.169 1.288 -3.870  0.04
H -0.559 0.640 -3.740  0.04
H -1.069 2.194 -2.817  0.05
H -2.706 -0.626 0.778  0.11
H -1.364 -0.448 2.952  0.10
H 1.549 -1.069 3.515  -0.01
H 2.984 1.495 2.712  0.04
H 3.318 0.857 1.097  0.00
H 4.060 -0.059 2.458  0.04
H 2.294 -2.470 1.108  0.04
H 2.016 -0.935 0.135  0.04
H 0.746 -2.098 0.627  0.01
H 1.078 2.553 1.141  0.11
H -0.041 2.029 -1.041  0.09


[4]
The following is a DFT calculation (the ωB97M-V functional and the def2-TZVPD basis) of 3 unconnected molecules or ions with the total composition C8H18N3O4S2.

Computed properties:
Total charge: +1
HOMO in eV: -10.362
LUMO in eV: -4.202
DFT total energy in Eh: -1576.81930
Frontier orbital gap in eV: 6.160

Last column: Löwdin charge in e.
Cartesian coordinates (Å):
O 0.819 -0.966 0.390  0.13
N 0.008 -1.478 1.024  0.04
O -1.186 -1.653 0.210  -0.12
C -1.631 -2.984 0.243  -0.11
N -0.553 -3.882 -0.207  -0.03
C -0.007 -3.863 -1.467  0.02
C 0.960 -4.817 -1.460  -0.01
N 0.981 -5.368 -0.213  0.13
C 0.051 -4.791 0.549  -0.01
H -1.920 -3.256 1.254  0.14
H -2.456 -3.057 -0.450  0.16
H -0.299 -3.206 -2.261  0.15
H 1.626 -5.108 -2.246  0.14
H 1.609 -6.092 0.095  0.19
H -0.183 -4.980 1.577  0.17
C -1.908 3.816 -1.392  -0.26
S -1.990 2.075 -1.808  0.80
O -3.375 1.776 -2.254  -0.55
C -1.854 1.467 -0.122  -0.27
H -2.022 4.383 -2.314  0.05
H -2.715 4.065 -0.704  0.06
H -0.936 4.033 -0.944  0.01
H -2.664 1.868 0.488  0.07
H -0.888 1.769 0.288  0.01
H -1.920 0.380 -0.165  0.01
C 3.262 3.704 0.660  -0.26
S 1.728 2.849 0.292  0.81
O 0.657 3.873 0.195  -0.55
C 1.559 2.072 1.907  -0.27
H 3.528 4.299 -0.211  0.06
H 3.120 4.355 1.522  0.06
H 4.046 2.973 0.857  0.06
H 1.536 2.839 2.681  0.07
H 2.394 1.390 2.071  0.06
H 0.624 1.516 1.917  0.02